Entry 1:
C6H9Cl2CoGaO6P | wB97M-V/def2-TZVPD

Element x y z (Å)
Ga  -1.570433  -0.816290  -3.449063
Co  -0.208013  -0.290753  -1.385218
Cl  -0.308664  -2.408221  -2.046712
Cl  -2.432093  0.490054  -1.810697
C  1.030970  0.952646  -1.518204
C  -2.699580  -2.620535  -4.520201
C  -2.905756  -0.991115  -5.255372
O  1.615968  1.956030  -1.678291
O  -3.116405  -3.484776  -5.202989
O  -3.638478  -0.760347  -6.147929
C  2.976316  -0.395866  1.252714
O  1.893213  0.504741  1.441346
P  0.374556  0.257517  0.936121
O  -0.205921  -0.870707  1.926602
C  -0.841530  -0.692899  3.175600
O  -0.191830  1.680874  1.468291
C  0.723344  2.645755  2.036275
H  3.568478  -0.139420  0.366289
H  2.684210  -1.450239  1.151411
H  3.569673  -0.243447  2.146744
H  -1.034232  -1.696472  3.582911
H  -0.214573  -0.119044  3.850242
H  -1.796995  -0.173395  3.102480
H  1.031223  2.212663  2.981840
H  1.575313  2.909690  1.396126
H  0.121242  3.543557  2.199682

Forces on atoms 1 to 2 (eV/Å):
Ga -2.245 -1.167 -0.719
Co -2.133 -2.926 2.099

E_HOMO (alpha / beta), hartree: -0.910 / -0.904
Energy relative to the best compared isomer or geometry (same formula, charge and spin), eV: 0.000
Max |F|, eV/Å: 11.9
Electronic energy, Eh: -5252.7286
Gap between HOMO and LUMO (alpha / beta), eV: 5.833 / 5.074
2S+1: 5
Total charge: +4

Entry 2:
C30H40N3O2SeTa | wB97M-V/def2-TZVPD

Element x y z (Å)
Ta  -1.669224  1.981962  -2.449524
C  -2.241685  -4.538367  2.230893
C  -1.290672  -4.141303  1.100724
C  0.128553  -3.997445  1.676379
C  -1.305172  -5.246642  0.031057
C  -1.691222  -2.816652  0.459091
C  -0.924986  -2.306207  -0.596986
C  -1.274490  -1.096680  -1.132270
Se  -0.198473  -0.292699  -2.538867
C  1.169351  0.519323  -1.421844
C  2.206817  -0.245748  -0.947760
C  3.139235  0.352980  -0.100367
C  2.969063  1.703396  0.189242
C  1.938164  2.514753  -0.291752
C  1.026920  1.872443  -1.117091
O  -0.092737  2.471673  -1.702852
C  1.919474  3.993985  0.129118
C  3.229076  4.648321  -0.352476
C  0.757465  4.811021  -0.444532
C  1.833203  4.065892  1.662959
C  4.310997  -0.417229  0.500387
C  4.195422  -0.367231  2.033289
C  5.626789  0.241601  0.053522
C  4.317549  -1.881575  0.057682
C  -2.382181  -0.367741  -0.688882
O  -2.530668  0.861820  -1.341215
C  -3.186043  -0.843677  0.328062
C  -2.786860  -2.074587  0.872624
C  -4.443850  -0.170689  0.898923
C  -4.219849  0.104925  2.395068
C  -4.823945  1.151948  0.226524
C  -5.628991  -1.138973  0.718326
H  -1.913319  -5.487495  2.654821
H  -3.264412  -4.677865  1.871235
H  -2.244644  -3.801759  3.038687
H  0.422719  -4.932042  2.156614
H  0.170544  -3.201632  2.424206
H  0.864320  -3.780585  0.896786
H  -1.045109  -6.201646  0.490172
H  -0.582409  -5.057530  -0.766489
H  -2.295810  -5.344339  -0.418457
H  -0.072722  -2.851629  -0.985416
H  2.292508  -1.286548  -1.232515
H  3.698403  2.171295  0.837650
H  3.316859  4.595179  -1.440141
H  4.109195  4.174636  0.083846
H  3.240637  5.699372  -0.059667
H  0.772255  4.838788  -1.535435
H  0.860141  5.837709  -0.094053
H  -0.210913  4.452518  -0.090854
H  2.676764  3.570894  2.145787
H  0.912769  3.603803  2.029124
H  1.838646  5.110476  1.978868
H  4.259621  0.653573  2.415447
H  5.009330  -0.940566  2.479856
H  3.249169  -0.800504  2.367616
H  5.715368  1.266782  0.419024
H  5.706411  0.256853  -1.035972
H  6.472413  -0.324356  0.447608
H  3.412996  -2.406674  0.379827
H  5.167248  -2.386741  0.516090
H  4.425550  -1.981107  -1.025868
H  -3.391300  -2.471552  1.674947
H  -3.375007  0.780950  2.550021
H  -4.028933  -0.811326  2.955079
H  -5.111440  0.571220  2.817529
H  -4.068890  1.924385  0.381756
H  -5.742549  1.515062  0.685979
H  -5.023007  1.028335  -0.840181
H  -5.475982  -2.077577  1.251493
H  -5.791944  -1.367810  -0.337267
H  -6.536688  -0.679882  1.112544
N  -0.579293  2.445371  -9.002137
C  -1.032246  2.316724  -7.951655
N  -1.558597  2.137382  -6.750469
C  -1.613011  2.249261  -5.584416
N  -1.712671  2.317996  -4.349069

Forces on atoms 1 to 2 (eV/Å):
Ta 1.759 0.114 -0.890
C 0.006 0.014 -0.015

E_HOMO, hartree: -0.546
Energy relative to the best compared isomer or geometry (same formula, charge and spin), eV: 0.134
Max |F|, eV/Å: 2.0
Electronic energy, Eh: -3939.7878
Gap between HOMO and LUMO, eV: 6.267
Total charge: +2

Entry 3:
C2H3F3O2S2 | wB97M-V/def2-TZVPD

Element x y z (Å)
C  1.356756  -0.381864  -0.466673
C  -4.666967  0.113844  0.027370
O  -2.504335  1.384921  0.295645
O  0.403142  0.317374  -0.607726
F  -5.278843  1.130997  -0.713209
F  -5.224588  -1.000862  -0.401850
F  -4.949312  0.215499  1.307706
S  -2.137646  -1.529896  0.630322
S  -2.773124  -0.105399  -0.405806
H  1.977120  -0.338271  0.537069
H  -2.029895  1.890448  -0.291043
H  1.908461  -1.159842  -1.164673

Forces on atoms 1 to 2 (eV/Å):
C 2.727 -0.920 1.766
C -0.429 0.158 -1.435

E_HOMO, hartree: -0.337
Energy relative to the best compared isomer or geometry (same formula, charge and spin), eV: 0.903
Max |F|, eV/Å: 3.7
Electronic energy, Eh: -1324.3792
Gap between HOMO and LUMO, eV: 9.234
Total charge: 0

Entry 4:
CNO6Zr2 | wB97M-V/def2-TZVPD

Element x y z (Å)
Zr  -20.662630  -21.836910  -16.927940
Zr  -17.248560  -17.802340  -15.993750
C  -19.773690  -19.286560  -17.091490
O  -20.782180  -19.756050  -16.650220
O  -19.247620  -18.343270  -16.643750
O  -19.064060  -20.354750  -16.973870
N  -17.858780  -22.299860  -19.143990
O  -17.847540  -21.271260  -19.650680
O  -16.891780  -23.130720  -19.115410
O  -18.866770  -22.616990  -18.479250

Forces on atoms 1 to 2 (eV/Å):
Zr 3.664 2.719 -1.964
Zr -1.569 0.627 -0.535

E_HOMO, hartree: -1.077
Max |F|, eV/Å: 13.9
Electronic energy, Eh: -634.9576
Gap between HOMO and LUMO, eV: 2.530
Total charge: +5